{
  "formula": "C40H23ClIN10O7V",
  "method": "ωB97M-V with the def2-TZVPD basis set",
  "lumo_energy_ev": [1.65, 1.37],
  "energy_ha": -4314.59140,
  "multiplicity": 4,
  "charge": -1,
  "gap_ev": [5.044, 6.715],
  "symbols": ["V", "C", "C", "N", "C", "C", "N", "C", "C", "C", "C", "C", "N", "C", "C", "N", "C", "C", "N", "C", "C", "C", "N", "C", "C", "H", "H", "H", "H", "H", "H", "H", "H", "H", "H", "H", "H", "O", "C", "O", "C", "C", "N", "N", "C", "C", "O", "O", "H", "H", "H", "Cl", "C", "C", "C", "I", "C", "O", "C", "N", "C", "C", "C", "C", "H", "H", "H", "H", "O", "C", "N", "C", "O", "C", "C", "C", "C", "C", "C", "H", "H", "H", "H"],
  "xyz": [[0.30169, 1.36421, -0.24835], [-2.06339, 1.40772, -3.89956], [-1.30670, 1.84483, -2.85046], [-0.47379, 1.03390, -2.17336], [-0.40032, -0.26439, -2.60787], [-1.23776, -0.68631, -3.67011], [-2.04883, 0.10596, -4.31099], [0.54252, -1.08986, -1.94712], [0.90213, -2.39786, -2.33173], [1.91473, -3.04929, -1.67289], [2.61995, -2.36366, -0.64920], [2.21336, -1.09351, -0.31632], [1.17403, -0.49288, -0.89987], [2.89872, -0.23213, 0.66498], [4.03247, -0.58677, 1.39524], [4.61876, 0.24614, 2.23750], [4.07821, 1.45828, 2.35745], [2.95116, 1.82512, 1.64543], [2.36978, 0.97787, 0.80954], [2.26484, -4.44130, -2.01470], [2.65338, -5.35060, -1.03337], [2.95433, -6.65292, -1.39613], [2.90322, -7.10723, -2.64558], [2.53690, -6.23529, -3.58182], [2.21404, -4.91336, -3.32445], [-2.72729, 2.08260, -4.42082], [-1.37224, 2.86952, -2.50978], [-1.22818, -1.72791, -3.97350], [0.36137, -2.89712, -3.12294], [3.47193, -2.82389, -0.17298], [4.47053, -1.57147, 1.29810], [4.55315, 2.15204, 3.03890], [2.49681, 2.80238, 1.75364], [2.69771, -5.05473, 0.00623], [3.24910, -7.37134, -0.63905], [2.50542, -6.61197, -4.59826], [1.94659, -4.25361, -4.13872], [1.53476, 6.95397, -1.48174], [0.28843, 6.90613, -1.02747], [-0.39162, 7.89737, -0.90595], [-0.21607, 5.56673, -0.65475], [-1.48499, 5.29128, -0.16743], [-1.55555, 3.97097, 0.02981], [-0.41365, 3.37797, -0.27959], [0.40972, 4.31183, -0.70897], [1.71419, 3.79268, -1.21172], [2.56220, 4.58532, -1.63182], [1.80127, 2.52387, -1.16342], [1.95927, 6.04753, -1.53197], [-2.30566, 5.95533, 0.03521], [-2.31377, 3.37928, 0.35296], [-5.68459, -2.86562, -1.98253], [-4.56764, -1.68727, -1.34123], [-4.85545, -0.36178, -1.44570], [-3.96333, 0.60795, -0.96172], [-4.47062, 2.61881, -1.18613], [-2.73958, 0.29431, -0.38248], [-1.87976, 1.17035, -0.01718], [-2.49579, -1.13160, -0.20123], [-1.38602, -1.44425, 0.48995], [-1.09075, -2.70280, 0.68852], [-1.87326, -3.75917, 0.18792], [-3.01650, -3.46591, -0.50141], [-3.38040, -2.11721, -0.69905], [-5.77446, -0.05061, -1.92229], [-0.19263, -2.89257, 1.26504], [-1.56962, -4.78408, 0.35712], [-3.65393, -4.24858, -0.88976], [-0.54869, 3.50231, 2.52038], [-0.41364, 2.32204, 2.78143], [0.02243, 1.32557, 1.93647], [0.23376, 0.17907, 2.67675], [0.76756, -0.84992, 2.31056], [-0.24942, 0.41506, 4.07976], [-0.31593, -0.41794, 5.17614], [-0.79780, 0.12889, 6.36283], [-1.18303, 1.46520, 6.43299], [-1.09816, 2.29636, 5.31872], [-0.63165, 1.73566, 4.14898], [-0.00272, -1.45127, 5.10839], [-0.87369, -0.48872, 7.24882], [-1.55234, 1.85878, 7.37134], [-1.38923, 3.33751, 5.35835]],
  "forces_ev_per_angstrom": [[0.0588, 0.0429, 0.7397], [0.0236, -0.0237, -0.0523], [0.0937, 0.0258, 0.0015], [0.0520, -0.0394, -0.3069], [-0.0665, -0.0526, -0.1122], [0.0474, 0.0232, 0.0525], [-0.0332, 0.0346, -0.0243], [0.0107, -0.0739, -0.1534], [0.0321, -0.0659, 0.1591], [-0.0868, 0.0511, -0.0189], [-0.0328, 0.0842, 0.0516], [0.0408, -0.1921, -0.0154], [-0.2520, 0.3049, 0.0410], [0.0683, 0.1051, 0.1130], [-0.0545, -0.0200, -0.0714], [0.0503, 0.0269, 0.0435], [-0.0380, -0.0023, -0.0409], [0.0525, 0.0429, 0.0420], [-0.1420, -0.1114, -0.1700], [-0.0010, -0.0280, -0.0452], [0.0082, 0.0018, -0.0149], [-0.0031, 0.0259, 0.0222], [0.0183, -0.0676, -0.0065], [-0.0173, 0.0553, -0.0154], [0.0034, -0.0337, 0.0205], [-0.0060, 0.0085, 0.0027], [-0.0022, -0.0197, -0.0270], [0.0046, -0.0151, -0.0084], [-0.0192, 0.0018, -0.0160], [0.0208, 0.0147, 0.0157], [-0.0035, -0.0181, -0.0118], [0.0072, 0.0038, 0.0084], [-0.0111, 0.0143, 0.0065], [-0.0009, 0.0123, 0.0162], [0.0030, -0.0085, 0.0111], [-0.0006, -0.0033, -0.0137], [0.0001, 0.0106, -0.0133], [-0.2714, 0.2593, 0.0459], [0.2772, 0.1049, 0.0257], [-0.0796, 0.0181, -0.0273], [-0.1375, -0.0147, 0.0001], [0.0703, -0.0793, -0.0039], [0.1384, 0.0642, 0.0171], [-0.0668, -0.2430, 0.0505], [-0.0635, 0.0255, -0.0208], [-0.1096, -0.1311, 0.0165], [0.1709, -0.1035, -0.0272], [-0.0798, -0.0196, -0.0560], [0.1381, -0.0979, -0.0709], [-0.0401, 0.0106, -0.0024], [0.0939, 0.0757, 0.0153], [-0.0244, -0.0081, -0.0139], [0.0188, -0.0264, 0.0107], [-0.1019, 0.0052, -0.0486], [0.0028, 0.0078, -0.0905], [-0.2637, -0.0641, -0.0177], [-0.1076, -0.1827, -0.0962], [0.4068, 0.1622, 0.2455], [-0.0830, 0.0772, -0.0048], [0.1494, 0.0046, -0.0077], [0.0258, 0.0581, -0.0498], [-0.0179, -0.0386, -0.0199], [0.0105, 0.0014, 0.0121], [0.0138, 0.0766, 0.0075], [-0.0168, -0.0043, -0.0086], [0.0660, -0.0092, 0.0293], [-0.0057, -0.0075, 0.0021], [-0.0018, -0.0083, -0.0012], [-0.0623, 0.0274, 0.0305], [0.0637, 0.0602, 0.0486], [0.1821, -0.0361, -0.2353], [-0.1310, -0.0487, 0.0624], [0.0570, -0.0299, -0.0433], [0.0203, 0.0353, 0.0285], [0.0257, -0.0033, -0.0105], [-0.0007, -0.0108, -0.0042], [0.0077, 0.0149, -0.0011], [-0.0233, 0.0113, -0.0111], [-0.0694, -0.0492, -0.0067], [0.0008, -0.0210, 0.0035], [-0.0013, -0.0163, 0.0018], [-0.0042, 0.0166, 0.0107], [-0.0018, 0.0208, 0.0058]]
}